{
  "formula": "C22H27Br2F6NO14S3",
  "method": "the ωB97M-V functional and the def2-TZVPD basis",
  "lumo_ev": -0.1064,
  "smiles": "[H]/N=C\\C[C@]1(S)C(=O)O[C@](CCOCC)(C(=O)C(F)(F)C(F)(F)C(F)(F)C(=O)O)[C@@H]1/C(Br)=C(/C)Br.O=S1(=O)OCCO1.O=S1(=O)OCCO1",
  "multiplicity": 1,
  "gap_ev": 9.063,
  "energy_ha": -8904.26261,
  "elements": ["H", "N", "C", "C", "C", "S", "C", "O", "O", "C", "C", "C", "O", "C", "C", "C", "O", "C", "F", "F", "C", "F", "F", "C", "F", "F", "C", "O", "O", "C", "C", "Br", "C", "C", "Br", "H", "H", "H", "H", "H", "H", "H", "H", "H", "H", "H", "H", "H", "H", "H", "H", "H", "H", "O", "S", "O", "O", "C", "C", "O", "H", "H", "H", "H", "O", "S", "O", "O", "C", "C", "O", "H", "H", "H", "H"],
  "coordinates": [[-1.445538, 1.382850, 4.989687], [-0.889335, 0.536986, 4.835364], [-1.160914, 0.054974, 3.710511], [-2.214217, 0.739808, 2.789790], [-1.633642, 1.146419, 1.396906], [0.110396, 1.711831, 1.860374], [-2.245105, 2.326952, 0.615801], [-2.793190, 3.261174, 0.996455], [-1.997743, 2.000017, -0.714928], [-1.990474, 0.617022, -1.024310], [-0.974860, 0.214864, -2.160091], [0.228169, 1.163086, -2.262742], [1.353264, 0.639157, -1.560239], [2.451687, 1.545205, -1.587191], [3.346466, 1.221377, -0.350188], [-3.327675, 0.011888, -1.537572], [-3.300758, -1.077928, -1.963665], [-4.708566, 0.751851, -1.589847], [-5.101122, 0.693795, -2.889509], [-4.670045, 2.058083, -1.268925], [-5.871220, 0.118328, -0.758036], [-5.937059, -1.214174, -0.850173], [-7.016600, 0.566049, -1.313309], [-5.908877, 0.608211, 0.741342], [-4.696047, 0.956901, 1.213145], [-6.687445, 1.714374, 0.763582], [-6.630093, -0.398676, 1.697870], [-7.644955, -0.852042, 1.364397], [-6.104055, -0.696268, 2.923502], [-1.368924, 0.016694, 0.324824], [-1.675068, -1.413660, 0.708703], [-3.487940, -2.066226, 1.042879], [-0.733852, -2.326548, 0.873293], [-1.008801, -3.774445, 1.303031], [1.135799, -1.929173, 0.588885], [-0.658709, -0.872998, 3.396655], [-3.079926, 0.059595, 2.733409], [-2.554654, 1.664635, 3.286370], [0.200108, 2.911543, 1.225960], [-1.526393, 0.302503, -3.114457], [-0.663423, -0.835990, -2.060705], [0.025806, 2.213528, -1.988446], [0.530390, 1.180610, -3.336319], [3.054352, 1.386927, -2.504960], [2.109008, 2.596655, -1.580072], [3.675172, 2.125708, 0.178561], [2.739987, 0.614445, 0.348099], [4.175560, 0.577002, -0.677972], [-5.640939, -1.547766, 2.916671], [-0.297777, 0.181091, 0.126112], [-1.717696, -3.812529, 2.146117], [-1.347783, -4.380007, 0.449861], [-0.064652, -4.178583, 1.708330], [3.114862, -2.929777, -3.048363], [2.829951, -3.936235, -2.091921], [3.187362, -3.816256, -0.723637], [3.396682, -5.337530, -2.650080], [2.332724, -6.288382, -2.747446], [1.087423, -5.459877, -2.992097], [1.260516, -4.295075, -2.179441], [2.269837, -6.829193, -1.800143], [2.526303, -6.992639, -3.553573], [0.175943, -5.985840, -2.717706], [1.022080, -5.139789, -4.034896], [6.170479, 2.735739, -0.848373], [5.698102, 3.798667, -0.038294], [4.460272, 4.449233, -0.278017], [6.859153, 4.911478, 0.056975], [7.215249, 5.128126, 1.425406], [6.933014, 3.809909, 2.116469], [5.734690, 3.327715, 1.501791], [6.583432, 5.926932, 1.820649], [8.259837, 5.421235, 1.503759], [6.794466, 3.922442, 3.189067], [7.727535, 3.083992, 1.927042]],
  "forces_ev_per_angstrom": [[0.230, -0.043, 0.071], [0.175, -0.149, 0.772], [-1.056, 0.596, -0.753], [0.162, -0.330, -0.208], [1.073, -0.562, 0.784], [-0.010, 0.982, -0.090], [1.681, -5.004, -0.945], [-1.307, 3.071, 0.792], [-0.871, 0.992, -1.043], [0.969, -0.992, 1.008], [-0.507, 1.507, -0.369], [0.895, -0.674, -1.180], [-0.676, 0.718, 0.197], [0.891, -0.216, 0.617], [-0.698, -0.484, -0.388], [0.146, 2.378, 1.729], [-0.196, -2.320, -1.044], [-0.139, -0.004, -0.446], [0.174, -0.215, 0.102], [0.191, -0.032, 0.216], [-0.738, 0.417, 0.136], [0.674, -0.187, 0.126], [0.112, 0.155, -0.090], [-0.581, 0.096, 0.712], [0.155, -0.164, -0.340], [0.266, 0.125, 0.107], [1.822, -0.102, 0.681], [-2.497, -0.777, -1.219], [0.890, 0.688, -0.209], [-1.364, 0.900, -0.056], [0.218, 0.771, -0.199], [0.618, 0.525, -0.269], [0.360, -1.419, 0.342], [1.067, 0.492, 0.472], [-0.993, -0.190, 0.240], [-0.207, 0.322, -0.082], [0.281, 0.349, -0.307], [0.178, -0.342, -0.156], [-0.252, -0.456, 0.024], [0.357, -0.131, 0.317], [-0.114, 0.443, 0.165], [-0.151, -0.471, 0.190], [-0.341, 0.141, 0.386], [-0.435, 0.158, 0.222], [0.009, -0.387, 0.090], [-0.028, -0.479, -0.309], [0.208, 0.425, -0.242], [-0.026, 0.491, 0.329], [-0.145, 0.142, -0.034], [-0.428, -1.036, -0.025], [0.044, 0.050, -0.591], [0.018, 0.182, 0.352], [-0.405, -0.031, -0.438], [0.184, 0.057, 0.181], [-0.168, -0.331, -0.093], [0.088, 0.120, -0.257], [-0.312, 0.375, -0.159], [-0.210, -0.332, 0.336], [0.025, -0.026, -0.557], [0.382, -0.203, 0.339], [-0.032, -0.011, -0.031], [0.188, 0.155, -0.033], [-0.001, 0.182, 0.191], [-0.009, -0.068, 0.003], [-0.117, 0.171, -0.209], [0.482, 0.174, 0.371], [-0.032, -0.187, -0.089], [-0.090, -0.493, 0.042], [-0.194, 0.322, 0.381], [0.527, -0.211, -0.040], [-0.193, 0.468, -0.270], [0.029, -0.021, 0.030], [-0.012, -0.050, -0.247], [-0.259, -0.062, -0.068], [0.022, 0.049, 0.035]]
}

=====

{
  "formula": "C6H7F3N2",
  "method": "the ωB97M-V functional and the def2-TZVPD basis",
  "lumo_ev": 0.8665,
  "multiplicity": 1,
  "gap_ev": 8.950,
  "energy_ha": -641.87113,
  "elements": ["C", "C", "C", "C", "C", "C", "N", "N", "F", "F", "F", "H", "H", "H", "H", "H", "H", "H"],
  "coordinates": [[-0.689813, 1.165350, -0.819352], [-1.519896, 0.042437, -0.569553], [0.660629, 1.184573, -0.694069], [-0.954717, -1.186103, -0.600811], [1.237746, 0.137549, 0.051754], [2.696081, -0.036861, -0.428759], [0.270821, -1.435225, -0.270482], [1.189646, 0.199447, 1.451260], [3.474761, 1.028519, -0.299051], [3.188208, -1.105570, 0.337064], [2.924508, -0.447792, -1.676394], [-1.213616, 2.037231, -1.374981], [-2.675207, 0.091842, -0.592226], [1.331256, 1.743287, -1.330955], [-1.472194, -2.044203, -0.930308], [0.826022, -2.164752, -0.654221], [0.415254, 0.711809, 1.814717], [1.328757, -0.713434, 1.913041]],
  "forces_ev_per_angstrom": [[-1.448, 2.250, -1.303], [-2.623, 0.804, 0.171], [-1.292, 0.139, -0.789], [-0.493, -0.476, 0.115], [0.341, -1.890, 0.179], [0.888, -2.775, 1.047], [3.878, 2.869, 0.832], [0.836, -0.785, 0.241], [-0.318, 0.140, 0.829], [0.166, 1.141, -0.261], [-1.036, 0.007, -0.566], [0.979, -1.412, 1.025], [2.243, 0.149, -0.343], [-0.308, 0.500, 0.070], [-1.092, -0.814, -0.302], [-0.063, -0.923, -0.551], [-0.499, 0.192, 0.042], [-0.158, 0.884, -0.436]]
}

=====

{
  "formula": "H4O3",
  "method": "the ωB97M-V functional and the def2-TZVPD basis",
  "lumo_ev": 0.8070,
  "smiles": "OO.O",
  "multiplicity": 1,
  "gap_ev": 11.108,
  "energy_ha": -227.99706,
  "elements": ["O", "O", "H", "H", "O", "H", "H"],
  "coordinates": [[0.570761, 0.580225, -0.063357], [1.465600, -0.450858, 0.062581], [1.037517, 1.362068, 0.300618], [1.080074, -1.210549, -0.457194], [-1.932935, -0.144866, -0.062981], [-1.221571, 0.485399, -0.174453], [-1.723428, -0.512926, 0.841087]],
  "forces_ev_per_angstrom": [[-1.061, 2.407, -0.204], [1.504, -2.664, -0.077], [0.033, -0.865, -0.294], [0.136, 1.466, 0.586], [-0.328, -0.951, 1.656], [0.203, 0.070, -0.173], [-0.486, 0.537, -1.495]]
}

=====

{
  "formula": "C3H5NOS",
  "method": "the ωB97M-V functional and the def2-TZVPD basis",
  "lumo_ev": 0.0955,
  "smiles": "CC(=O)NC=S",
  "multiplicity": 1,
  "gap_ev": 8.422,
  "energy_ha": -645.47528,
  "elements": ["C", "C", "O", "N", "C", "S", "H", "H", "H", "H", "H"],
  "coordinates": [[-1.101164, -1.167158, -2.124852], [-0.513736, -0.254671, -1.070213], [-0.491421, 0.925521, -1.026931], [0.126226, -1.024180, -0.053356], [0.733753, -0.387079, 1.034786], [0.667232, 1.114091, 1.690928], [-0.394029, -1.923727, -2.401626], [-1.985465, -1.614581, -1.727704], [-1.331270, -0.654477, -3.024178], [-0.143683, -1.986986, 0.180319], [1.513418, -1.027143, 1.468962]],
  "forces_ev_per_angstrom": [[0.481, 0.557, 0.282], [0.127, -2.176, 0.384], [-0.206, 1.243, -0.635], [-0.275, 0.920, 1.270], [1.032, 0.373, 0.479], [-0.272, -0.956, -0.698], [0.388, -0.587, 0.126], [-0.677, -0.447, 0.222], [-0.388, 0.777, -0.620], [0.329, 0.533, -0.843], [-0.539, -0.238, 0.033]]
}